1.
A molecular structure, C20H24BBrN3O2Pd. Source: OMol25; level of theory: the ωB97M-V functional and the def2-TZVPD basis.

Last column: Löwdin charge in e.
Geometry (Å):
Pd1 -0.13 -0.09 -0.17  0.804
N1 -1.36 -1.98 0.88  0.059
C1 -2.62 -2.15 0.18  -0.228
C2 -3.40 -3.24 0.42  -0.013
C3 -4.60 -3.47 -0.29  -0.052
C4 -4.99 -2.60 -1.26  -0.017
C5 -4.20 -1.46 -1.54  -0.142
C6 -4.54 -0.54 -2.57  0.011
C7 -3.74 0.54 -2.81  -0.030
C8 -2.61 0.72 -2.00  -0.112
N2 -2.26 -0.09 -1.03  0.044
C9 -3.02 -1.21 -0.81  -0.158
H1 -0.85 -2.86 0.85  0.097
H2 -1.52 -1.77 1.86  0.096
H3 -3.09 -3.96 1.17  0.122
H4 -5.20 -4.34 -0.06  0.115
H5 -5.90 -2.76 -1.83  0.122
H6 -5.43 -0.72 -3.15  0.128
H7 -3.97 1.25 -3.59  0.114
H8 -1.98 1.59 -2.15  0.112
Br1 -2.44 4.20 4.62  0.825
C10 -1.54 3.22 3.30  -0.693
C11 -1.56 3.64 1.99  -0.093
C12 -0.88 2.88 1.05  -0.130
N3 -0.22 1.76 1.35  -0.022
C13 -0.21 1.38 2.64  -0.138
C14 -0.85 2.07 3.65  -0.096
H9 -2.08 4.54 1.69  0.111
H10 -0.86 3.19 0.02  0.111
H11 0.36 0.49 2.87  0.109
H12 -0.80 1.73 4.67  0.111
C15 3.88 -1.00 -3.46  -0.001
C16 2.63 -1.65 -2.92  -0.437
C17 2.86 -3.13 -2.68  -0.007
O1 2.35 -1.06 -1.59  0.138
B1 1.03 -0.84 -1.54  -0.666
O2 0.32 -1.08 -2.69  0.087
C18 1.32 -1.33 -3.74  -0.450
C19 0.81 -2.48 -4.58  -0.003
C20 1.41 -0.06 -4.56  -0.007
H13 4.75 -1.33 -2.89  0.098
H14 3.83 0.09 -3.41  0.093
H15 4.03 -1.29 -4.51  0.104
H16 3.70 -3.26 -2.01  0.100
H17 3.08 -3.64 -3.62  0.100
H18 1.98 -3.60 -2.23  0.098
H19 0.59 -3.36 -3.98  0.089
H20 1.55 -2.75 -5.35  0.104
H21 -0.10 -2.18 -5.09  0.097
H22 1.74 0.78 -3.96  0.098
H23 0.41 0.17 -4.95  0.097
H24 2.09 -0.18 -5.40  0.099

Electronic energy (Ha): -3817.89495
HOMO-LUMO gap (eV): 7.77
Largest force on an atom (hartree/bohr): 0.02769
Energy above the lowest of the compared OMol25 structures with the same formula, charge and spin (kJ/mol): 164.0
E_HOMO (eV): -11.546
Net charge: +1

=====

2.
A gas-phase ion, C4H14N3 (charge +1). Source: OMol25; level of theory: the ωB97M-V functional and the def2-TZVPD basis.

Last column: Löwdin charge in e.
Geometry (Å):
C1 -0.39 -1.11 2.13  -0.014
N1 -0.86 -0.14 1.11  -0.033
C2 -0.45 -0.48 -0.25  -0.277
C3 -1.36 0.13 -1.30  -0.006
N2 1.00 0.09 -0.27  -0.196
C4 1.72 0.08 -1.47  -0.101
N3 0.79 1.37 0.31  -0.010
H1 -0.82 -2.08 2.09  0.081
H2 0.72 -1.28 2.00  0.128
H3 -0.57 -0.77 3.15  0.106
H4 -0.26 0.74 1.23  0.093
H5 -1.93 0.07 1.12  0.215
H6 -0.51 -1.54 -0.25  0.144
H7 -2.46 0.23 -0.84  0.141
H8 -1.54 -0.51 -2.09  0.061
H9 -1.06 1.07 -1.66  0.063
H10 2.21 -0.88 -1.60  0.099
H11 1.19 0.31 -2.39  0.089
H12 2.58 0.74 -1.54  0.095
H13 1.71 1.85 0.73  0.193
H14 0.27 2.10 -0.23  0.127

Electronic energy (Ha): -324.74608
HOMO-LUMO gap (eV): 10.69
Largest force on an atom (hartree/bohr): 0.07973
Energy above the lowest of the compared OMol25 structures with the same formula, charge and spin (kJ/mol): 311.8
E_HOMO (eV): -13.518
Net charge: +1

=====

3.
2 unconnected molecules or ions with the total composition C2H7PS. Source: OMol25; level of theory: the ωB97M-V functional and the def2-TZVPD basis.

Last column: Löwdin charge in e.
Geometry (Å):
C1 0.46 -1.22 -0.61  -0.457
C2 -1.21 0.38 1.01  -0.374
P1 -0.91 -0.07 -0.75  0.810
S1 1.69 2.45 -1.33  0.307
H1 1.25 -0.83 -0.02  -0.012
H2 0.33 -2.23 0.01  0.091
H3 0.78 -1.41 -1.64  0.018
H4 -0.32 0.24 1.55  0.009
H5 -1.54 1.41 1.15  0.037
H6 -2.10 -0.12 1.18  -0.012
H7 1.57 1.40 -0.56  -0.418

Electronic energy (Ha): -819.81549
HOMO-LUMO gap (alpha / beta) (eV): 8.89 / 5.77
Largest force on an atom (hartree/bohr): 0.05261
Energy above the lowest of the compared OMol25 structures with the same formula, charge and spin (kJ/mol): 322.2
E_HOMO (alpha / beta) (eV): -9.655 / -7.957

=====

4.
2 unconnected molecules or ions with the total composition C2H8N5. Source: OMol25; level of theory: the ωB97M-V functional and the def2-TZVPD basis.

Last column: Löwdin charge in e.
Geometry (Å):
C1 0.82 0.40 0.26  -0.169
C2 0.90 1.87 -0.04  -0.035
N1 -2.57 1.56 -0.02  0.273
N2 -2.79 0.49 -0.09  -0.272
N3 -2.82 -0.67 -0.03  0.066
N4 -0.04 -0.20 -0.43  0.054
N5 -0.40 -1.57 0.12  0.105
H1 1.35 0.06 1.04  0.096
H2 0.23 1.92 -0.94  0.092
H3 1.85 2.17 -0.42  0.086
H4 0.30 2.43 0.66  0.084
H5 -3.55 -1.32 -0.37  0.149
H6 -0.26 -2.42 -0.59  0.225
H7 -1.42 -1.38 0.39  0.071
H8 0.09 -1.76 1.05  0.175

Electronic energy (Ha): -354.38260
HOMO-LUMO gap (eV): 11.17
Largest force on an atom (hartree/bohr): 0.13807
Energy above the lowest of the compared OMol25 structures with the same formula, charge and spin (kJ/mol): 457.2
E_HOMO (eV): -14.660
Net charge: +1